Entry 1:
17
Properties=species:S:1:pos:R:3:forces:R:3:lowdin_charge:R:1 method="wB97M-V/def2-TZVPD" max_force_ev_per_a=3.07 energy_ha=-363.836580 orbital_gap_ev=8.85 e_homo_ha=-0.307 e_above_lowest_kcal_mol=117.8
C 1.87078 0.56634 0.65105 -0.2989 0.1363 0.1305 0.0275
C 1.17021 -0.56376 0.68420 0.1106 0.1070 0.1520 -0.1461
C 0.22013 -1.04634 -0.32733 0.8033 -0.5710 -0.0463 -0.2887
C -0.06201 -2.35840 -0.39938 0.1181 0.4289 -0.0839 0.0758
C -0.34919 -0.17265 -1.35343 -2.3632 1.1196 1.6004 -0.1656
O -0.23930 1.16804 -1.43690 1.2428 1.2665 -0.2134 -0.0951
N -1.48250 0.95908 -0.72549 0.4191 -1.6127 -2.2947 -0.0275
C -1.43422 1.61906 0.55865 0.5579 -0.6115 0.7499 -0.1104
H 1.76247 1.29326 -0.13900 -0.0036 -0.0299 -0.1019 0.0618
H 2.49787 0.85182 1.48336 0.2105 -0.1729 -0.0128 0.0609
H 1.30986 -1.24544 1.51615 0.0168 0.0035 0.0561 0.1040
H 0.38609 -3.06882 0.27872 -0.0514 0.0225 0.1746 0.0657
H -0.70557 -2.76074 -1.16734 -0.0861 0.0216 -0.0881 0.0664
H -0.59408 -0.65489 -2.30136 -0.4929 -0.0001 0.2786 0.1416
H -0.59381 1.36562 1.21061 -0.0233 -0.1062 -0.0778 0.0598
H -2.35849 1.34612 1.06720 -0.0322 0.1163 -0.0195 0.0814
H -1.39824 2.70172 0.40029 -0.1274 -0.1178 -0.2039 0.0886

=====

Entry 2:
17
Properties=species:S:1:pos:R:3:forces:R:3:lowdin_charge:R:1 method="wB97M-V/def2-TZVPD" max_force_ev_per_a=7.36 energy_ha=-363.762115 orbital_gap_ev=10.44 e_homo_ha=-0.346 e_above_lowest_kcal_mol=164.5
C 1.07840 -1.47639 0.27667 1.4596 -0.2168 -2.2713 -0.0449
C -0.31453 -1.71953 -0.57628 1.5377 -0.1681 -0.4880 -0.1491
N -1.31436 -0.68498 -0.26690 0.3701 -1.6951 0.2418 0.0283
C -0.67752 0.03270 0.81075 -0.0174 -0.6638 1.5969 -0.2293
C 0.73014 0.00968 0.40193 0.9644 -1.8040 -2.0572 -0.3995
O 1.19583 1.32966 0.47145 -0.4239 1.2626 -0.3253 -0.0616
C 0.15364 1.81748 -0.51357 -0.3629 -0.0054 -0.0910 -0.0492
C -1.06704 0.73474 -0.32480 -3.2881 6.1853 -2.2662 -0.2348
H 1.89385 -1.53768 -0.57930 -1.0971 -0.4454 2.2860 0.1426
H 1.24075 -2.15203 1.16159 -0.1497 0.6824 -0.9277 0.1077
H -0.69128 -2.62688 -0.24315 -1.1104 -1.6731 0.8306 0.0783
H -0.17858 -1.89858 -1.66255 0.3387 0.5857 0.4701 0.1244
H -0.84171 -0.00885 1.84870 -1.1434 0.1810 1.0642 0.1542
H 0.59321 -0.00846 -0.69745 0.7097 -0.1585 0.3463 0.1002
H 0.67003 1.92935 -1.52849 -0.8590 -0.1330 1.3894 0.1403
H -0.39680 2.73977 -0.16453 1.2774 -0.5889 -0.3129 0.1261
H -2.07419 1.32884 -0.48642 1.7942 -1.3449 0.5143 0.1662

=====

Entry 3:
17
Properties=species:S:1:pos:R:3:forces:R:3:lowdin_charge:R:1 method="wB97M-V/def2-TZVPD" max_force_ev_per_a=5.59 energy_ha=-363.828580 orbital_gap_ev=8.95 e_homo_ha=-0.327 e_above_lowest_kcal_mol=122.8
C 2.99672 -0.77001 -0.29299 2.5694 -1.8122 -3.5012 -0.1298
C 1.73228 -0.31608 0.38226 -1.6606 1.2364 1.0581 -0.3662
C 1.58487 1.21755 0.50885 -2.7094 -2.6350 1.0164 -0.0368
C -0.55347 0.42687 -0.30688 -0.2902 -4.9398 2.4407 -0.0646
C -1.28030 -0.68752 0.26963 4.1265 2.6764 -2.6524 -0.0479
C -2.68184 -0.60231 0.13673 -3.5503 0.0113 1.6140 -0.3391
H 3.14017 -2.03761 -0.37381 -0.5356 3.8248 0.3121 0.1130
H 2.68118 -0.37044 -1.48140 1.7489 -1.2971 3.2762 0.1399
H 4.25697 -0.30988 0.02137 -4.5154 -1.2320 -0.6768 0.1587
H 1.06548 -0.87815 1.11406 1.9227 0.3886 -0.6044 0.1346
H 2.39796 1.82610 0.22969 0.5511 0.7174 -0.4908 0.0866
H 0.88900 1.46792 1.35831 1.2673 0.3377 -0.8516 0.1284
H -0.94648 1.34162 -0.55024 -1.5293 1.8463 -0.5870 0.1006
H -0.62516 -1.55081 0.44802 -1.0717 0.0369 0.1502 0.0873
H -3.39494 -1.47652 0.61186 1.6979 1.5342 -1.2482 0.1480
N 0.79946 0.42005 -0.50762 1.8218 0.6410 0.6506 -0.0880
O -3.23125 0.42955 -0.25127 0.1568 -1.3350 0.0940 -0.0248

=====

Entry 4:
17
Properties=species:S:1:pos:R:3:forces:R:3:lowdin_charge:R:1 method="wB97M-V/def2-TZVPD" max_force_ev_per_a=1.31 energy_ha=-363.937691 orbital_gap_ev=9.99 e_homo_ha=-0.349 e_above_lowest_kcal_mol=54.3
C -0.57133 -0.85178 -0.93458 -0.1330 0.2046 0.4720 -0.0291
C 0.04375 0.07287 0.06319 0.6411 0.6658 0.3177 -0.2682
C 1.30957 -0.04228 0.52871 -0.4246 -0.5269 0.3281 -0.0160
C 2.14011 -1.23496 0.23838 0.5803 0.3373 -0.2198 -0.2681
O 1.91341 -2.08001 -0.60713 -0.1685 0.2144 0.3033 0.0091
N -0.67962 1.21696 0.55412 0.4458 -0.2307 -0.6758 -0.0579
C -2.09786 1.11314 0.77709 -1.1752 -0.5451 0.2158 -0.1627
C -1.62290 1.90127 -0.37341 0.3572 0.8306 0.6981 -0.1117
H 0.06120 -0.87974 -1.81118 -0.0840 0.0520 -0.3770 0.0919
H -1.58694 -0.50672 -1.15837 0.2312 -0.5010 -0.1688 0.0648
H -0.53793 -1.87114 -0.54571 -0.3031 0.0226 -0.0625 0.0956
H 1.65962 0.68817 1.27175 -0.0991 -0.4123 -0.4429 0.1082
H 3.09274 -1.33004 0.82400 -0.4965 0.1813 -0.0386 0.1150
H -2.43979 1.58301 1.70018 0.0553 0.0099 -0.3116 0.1069
H -2.65508 0.19210 0.53363 0.5279 0.3079 0.1744 0.1121
H -1.77471 1.49793 -1.36994 0.0638 0.1108 0.1314 0.0990
H -1.57710 2.99825 -0.26240 -0.0186 -0.7212 -0.3440 0.1110

=====

Entry 5:
17
Properties=species:S:1:pos:R:3:forces:R:3:lowdin_charge:R:1 method="wB97M-V/def2-TZVPD" max_force_ev_per_a=7.11 energy_ha=-363.810949 orbital_gap_ev=10.15 e_homo_ha=-0.338 e_above_lowest_kcal_mol=133.8
O 1.65705 -0.29667 -1.58779 0.6282 2.0834 -0.5710 0.0543
C 0.65894 -0.06565 -0.68095 -0.6174 -1.6465 0.7968 -0.4647
C 0.80954 -0.91226 0.63889 1.4175 -2.4568 1.6482 -0.0751
C -0.20618 0.11819 1.21096 6.0514 1.9165 -0.5390 -0.1743
C 0.52206 1.15029 0.21467 5.2847 -1.5129 2.9367 -0.0348
C -1.28358 -0.09590 0.32571 -5.2275 -2.6815 4.0075 -0.4447
N -1.85781 0.71102 -0.62247 -1.3185 5.2827 -0.8738 0.0768
C -0.82221 -0.25869 -0.99692 1.0861 0.6256 -0.8227 -0.1334
H 1.51289 -1.12954 -1.99758 -0.2469 -1.0970 -0.5593 0.0914
H 1.92966 -0.79109 0.84388 -1.5609 0.2227 0.5247 0.1227
H 0.62618 -2.11749 1.03424 -0.0312 3.0494 -2.0965 0.1746
H -0.13976 0.11546 2.28344 -1.0372 0.8203 0.3336 0.1368
H 1.51732 1.58060 0.56046 -1.1540 -0.8250 -0.2589 0.1521
H -0.03131 1.89813 -0.14446 -1.9092 2.8925 -1.3079 0.0416
H -1.97719 -0.67289 0.89470 -1.1215 -1.3775 -0.4934 0.1467
H -1.79988 1.86438 -0.44586 0.4468 -4.1410 -1.3165 0.1980
H -1.11571 -1.09790 -1.53093 -0.6904 -1.1549 -1.4086 0.1320

=====

Entry 6:
17
Properties=species:S:1:pos:R:3:forces:R:3:lowdin_charge:R:1 method="wB97M-V/def2-TZVPD" max_force_ev_per_a=8.02 energy_ha=-363.806717 orbital_gap_ev=8.99 e_homo_ha=-0.295 e_above_lowest_kcal_mol=136.5
N -1.91521 -0.85227 -0.68700 -1.9558 2.3837 1.0371 0.0306
C -1.54953 0.35938 0.04077 3.7552 -2.5385 -0.8101 -0.1685
C -0.12176 1.09259 -0.18438 -2.5297 1.5549 -0.2213 -0.2723
C 1.20205 0.86459 -0.68662 2.9258 -3.0307 -3.9147 -0.1267
C 1.61083 -0.56471 -0.20585 -5.3979 1.1345 0.8069 -0.1067
O 0.56002 -1.61330 -0.43654 2.0224 -1.3988 -2.7983 0.0010
C 0.54897 -1.09697 0.76494 0.3602 6.6787 4.4209 -0.2546
C -0.31509 0.27979 0.96137 -1.3314 -1.5411 3.3087 -0.1772
H -2.63744 -1.41356 -0.17516 1.9413 0.1665 -1.0614 0.1069
H -1.05352 -1.06956 -1.10775 0.1028 -2.3404 -0.5440 0.0310
H -2.41637 0.86686 0.21372 -1.5336 2.4295 0.8043 0.0898
H -0.18406 2.15122 -0.15090 -1.0104 0.9534 0.6967 0.1227
H 1.99782 1.56281 -0.18069 -1.5863 -0.9340 -1.3840 0.1610
H 1.16540 0.82850 -1.90054 0.9266 0.6347 2.6410 0.1658
H 2.58341 -0.74358 -0.09298 3.6516 -1.8193 -0.0471 0.0847
H 0.68298 -1.41776 1.84776 0.2661 -1.2848 -1.9480 0.1603
H -0.15849 0.76598 1.97985 -0.6071 -1.0481 -0.9867 0.1521